Below is C43H67O2P2S3SiTi as an isolated structure in a non-equilibrium geometry, with properties calculated with ωB97M-V/def2-TZVPD.

Multiplicity: 3
Net charge: +1
E_HOMO (alpha / beta): -9.802 / -10.115 eV
Calculated total energy: -4845.1531 a.u.

Last column: Löwdin charge in e.
CARTESIAN COORDINATES (ANGSTROEM)
Ti1 0.87317 0.59965 1.06541  0.22
C1 -0.41942 4.25104 1.13934  -0.47
C2 0.76858 4.74378 1.96342  -0.48
S1 2.17508 3.60906 1.76099  0.92
C3 2.70363 3.24171 3.45210  -0.48
C4 1.71853 2.51441 4.35542  -0.43
S2 0.95103 0.96640 3.72727  0.92
C5 -0.80530 1.37800 3.97131  -0.50
C6 -1.32656 2.56586 3.17741  -0.44
S3 -0.90035 2.50864 1.39446  0.85
H1 -0.18504 4.30599 0.07559  0.06
H2 -1.30860 4.85048 1.33327  0.09
H3 0.53573 4.82816 3.02373  0.07
H4 1.05685 5.73152 1.60457  0.08
H5 3.00539 4.17392 3.93111  0.09
H6 3.58101 2.62270 3.27618  0.06
H7 0.89308 3.16515 4.64151  0.07
H8 2.24851 2.22027 5.26071  0.09
H9 -0.97512 1.54693 5.03534  0.10
H10 -1.32301 0.46942 3.67533  0.02
H11 -0.93299 3.50161 3.56618  0.06
H12 -2.41384 2.60053 3.25415  0.09
C7 2.92950 -2.26804 2.36371  -0.15
Si1 2.12062 -1.60066 0.80199  0.70
C8 0.81586 -2.80887 0.15019  -0.30
C9 1.30564 -3.94467 -0.49962  -0.08
C10 0.45690 -4.95428 -0.91833  -0.06
C11 -0.90312 -4.83707 -0.67229  -0.05
C12 -1.40187 -3.70999 -0.04027  -0.09
C13 -0.56037 -2.66881 0.36165  -0.36
P1 -1.20884 -1.17878 1.26301  1.10
C14 -2.02271 -2.14162 2.64892  -0.41
C15 -2.97683 -1.45015 3.62672  -0.20
C16 -3.76974 -2.54004 4.37418  -0.17
C17 -2.90519 -3.78350 4.65561  -0.19
C18 -1.43826 -3.38311 4.79320  -0.18
C19 -0.90241 -2.82714 3.46149  -0.20
C20 -2.57624 -0.49177 0.17059  -0.43
C21 -3.54082 0.46159 0.88949  -0.23
C22 -4.11708 1.44942 -0.13478  -0.18
C23 -4.34914 0.76513 -1.49428  -0.19
C24 -4.62349 -0.72681 -1.31432  -0.17
C25 -3.43624 -1.46157 -0.64805  -0.20
C26 3.39322 -1.18898 -0.52993  -0.27
C27 4.63731 -1.81331 -0.54206  -0.07
C28 5.64400 -1.39537 -1.40083  -0.06
C29 5.41420 -0.33001 -2.25383  -0.05
C30 4.17457 0.29478 -2.26564  -0.07
C31 3.15696 -0.12768 -1.41880  -0.35
P2 1.47774 0.60212 -1.42380  1.10
C32 0.55646 -0.61503 -2.51444  -0.38
C33 -0.80006 -0.03943 -3.00025  -0.20
C34 -1.11749 -0.43920 -4.44250  -0.19
C35 -0.92604 -1.94542 -4.59488  -0.18
C36 0.53884 -2.35497 -4.32284  -0.17
C37 1.35501 -1.23271 -3.66697  -0.19
C38 1.50320 2.19674 -2.38626  -0.42
C39 1.60125 2.13499 -3.92045  -0.18
C40 1.90725 3.53326 -4.50068  -0.18
C41 1.37097 4.63776 -3.59176  -0.19
C42 2.11754 4.62173 -2.24645  -0.18
C43 2.53973 3.19420 -1.85974  -0.21
H13 3.42771 -3.22062 2.16496  0.04
H14 3.66732 -1.54407 2.70980  0.03
H15 2.19312 -2.43024 3.15205  0.02
H16 2.37360 -4.03076 -0.67570  0.11
H17 0.85324 -5.82791 -1.41973  0.11
H18 -1.58223 -5.62806 -0.96326  0.11
H19 -2.46536 -3.66304 0.13633  0.09
H20 -2.60718 -2.90905 2.13814  0.10
H21 -2.41095 -0.86438 4.35335  0.09
H22 -3.66958 -0.77584 3.13037  0.09
H23 -4.13831 -2.12508 5.31397  0.11
H24 -4.64421 -2.82347 3.78433  0.11
H25 -3.24836 -4.27767 5.56432  0.11
H26 -3.00579 -4.50929 3.84417  0.11
H27 -1.35632 -2.62626 5.57774  0.11
H28 -0.83355 -4.23384 5.10725  0.11
H29 -0.10124 -2.10579 3.66300  0.09
H30 -0.46700 -3.63331 2.86840  0.11
H31 -1.98298 0.12221 -0.52058  0.07
H32 -4.35628 -0.12195 1.32006  0.11
H33 -3.06107 1.00453 1.70519  0.05
H34 -5.05430 1.85556 0.25093  0.12
H35 -3.42730 2.28728 -0.25951  0.09
H36 -5.18637 1.23619 -2.00984  0.11
H37 -3.47277 0.89231 -2.13591  0.10
H38 -5.52292 -0.84578 -0.70552  0.12
H39 -4.83780 -1.18464 -2.28052  0.11
H40 -3.84574 -2.23243 0.00868  0.10
H41 -2.83024 -1.95815 -1.40633  0.09
H42 4.83177 -2.62916 0.14550  0.10
H43 6.60886 -1.88513 -1.38514  0.11
H44 6.19730 0.02373 -2.91185  0.11
H45 4.01468 1.12144 -2.94185  0.09
H46 0.35052 -1.43583 -1.82477  0.08
H47 -1.59288 -0.45246 -2.37538  0.07
H48 -0.84358 1.04885 -2.89404  0.09
H49 -2.14818 -0.16170 -4.67365  0.11
H50 -0.47615 0.09429 -5.14760  0.11
H51 -1.58867 -2.44569 -3.88132  0.10
H52 -1.23422 -2.26761 -5.58982  0.11
H53 0.55621 -3.23347 -3.67290  0.10
H54 1.03166 -2.64077 -5.25352  0.11
H55 2.29095 -1.64895 -3.29615  0.11
H56 1.60805 -0.47931 -4.41341  0.10
H57 0.51361 2.60145 -2.13305  0.10
H58 2.38333 1.44445 -4.23324  0.09
H59 0.66001 1.76620 -4.33107  0.09
H60 2.98623 3.66715 -4.61164  0.12
H61 1.47342 3.61663 -5.49748  0.11
H62 1.48210 5.61284 -4.06670  0.11
H63 0.29830 4.48373 -3.44047  0.11
H64 3.00936 5.24729 -2.31329  0.12
H65 1.48443 5.05875 -1.46799  0.09
H66 3.50937 2.97635 -2.30804  0.11
H67 2.67232 3.10130 -0.78643  0.05
O1 2.48521 0.81479 1.30487  -0.65
O2 3.66772 0.74638 1.94276  -0.22